--- P ---
Computed, not measured: a single C5H8O3 molecule, with ωB97M-V/def2-TZVPD.

Element x y z (Å)
C 0.8909 0.3447 0.3632
C 0.0531 -0.7460 1.1205
C -0.5746 -0.8753 -1.0148
C -0.4850 0.6590 -0.5353
C 0.3995 1.6699 -0.0598
H 2.8470 0.1592 -0.2754
H 0.5577 -1.4598 1.7379
H -0.5785 -0.0741 1.7258
H -1.5542 -0.8582 -1.8821
H 0.2080 -1.4537 -1.7401
H -2.1316 1.5181 -0.1066
H 1.0989 2.4729 -0.7593
H 0.1694 2.3891 0.8297
O 2.0559 -0.3892 -0.2628
O -0.7346 -1.4834 0.1700
O -1.6113 0.7466 0.2462

Calculated values
Lowest unoccupied orbital energy ... 0.65 eV
Kohn-Sham gap ... 0.321 Ha
SMILES string ... O[C@]12COC[C@]1(O)C2


--- Q ---
Computed, not measured: a single C5H8O3 molecule, with ωB97M-V/def2-TZVPD.

Element x y z (Å)
C -0.5774 0.1146 0.3938
C -1.4234 0.1603 -0.8674
C 1.8109 -0.6488 -0.2247
C 0.2984 -1.1154 0.3923
C 0.4521 1.2776 0.4542
O -1.3627 0.1761 1.5748
O 0.1320 -2.2171 0.8447
O 0.5458 2.1414 -0.4241
H -2.3017 0.2049 1.3321
H 0.9094 1.4101 1.4499
H -1.6374 -0.8261 -1.2889
H -2.4022 0.6299 -0.7269
H -0.9861 0.6998 -1.7116
H 2.5071 0.0823 0.1871
H 1.6498 -0.5206 -1.2978
H 2.3855 -1.5691 -0.0874

Calculated values
Lowest unoccupied orbital energy ... 0.52 eV
Kohn-Sham gap ... 0.379 Ha
SMILES string ... CC(=O)[C@@](C)(O)C=O


--- R ---
Computed, not measured: a single C5H8O3 molecule, with ωB97M-V/def2-TZVPD.

Element x y z (Å)
C -0.5786 -1.1394 0.1144
C 1.0061 -1.1181 -0.2127
C 0.2644 0.9466 -0.5048
C -0.7785 1.7225 0.2579
C -0.5084 0.3240 0.6409
H -1.3462 -0.5405 -1.4780
H -0.7672 -1.7582 1.0110
H 1.5894 -1.7111 0.4903
H 1.2064 -1.4769 -1.3386
H -0.0082 0.6523 -1.5537
H -1.5349 2.1366 -0.3398
H -0.2712 2.4767 0.9557
H 1.2080 0.4106 1.5324
O -1.2659 -1.5195 -1.0465
O 1.4908 0.3055 -0.2664
O 0.2941 0.2891 1.7379

Calculated values
Lowest unoccupied orbital energy ... 0.79 eV
Kohn-Sham gap ... 0.361 Ha
SMILES string ... O[C@H]1CO[C@@H]2C[C@@]12O


Name the least stable of them. P.


--- P ---
Computed, not measured: a single C5H8O3 molecule, with ωB97M-V/def2-TZVPD.

Element x y z (Å)
C -0.4318 -0.5557 0.6614
C 1.0024 -0.7361 0.3915
C 0.4113 1.3063 -0.0213
C -0.3430 0.2590 -0.8340
C -1.4544 -0.7492 -0.3893
H -0.8414 -0.3809 2.4930
H 1.3911 -1.3270 -0.6455
H 1.2516 -1.4607 1.2615
H -0.2579 1.8535 0.6383
H 1.0135 2.3048 -0.4433
H 1.1220 0.4657 -2.3601
H -2.2141 -0.2483 0.0291
H -1.6245 -1.6588 -1.0564
O -0.7046 0.3436 1.7310
O 1.4952 0.6006 0.6655
O 0.1845 -0.0169 -2.1214

Calculated values
Lowest unoccupied orbital energy ... 0.61 eV
Kohn-Sham gap ... 0.298 Ha
SMILES string ... O[C@]12COC[C@]1(O)C2


--- Q ---
Computed, not measured: a single C5H8O3 molecule, with ωB97M-V/def2-TZVPD.

Element x y z (Å)
O 0.5288 -1.4087 1.9017
C 0.9338 -0.3199 1.5969
O 1.2385 0.6259 2.5206
C 1.1453 0.1773 0.2027
C -0.0773 0.8789 -0.4017
C -1.2614 -0.1001 -0.6594
C -1.1581 -0.7536 -2.0010
O -0.1127 -1.0715 -2.5048
H 1.2272 0.2369 3.4138
H 1.9925 0.8575 0.1332
H 1.3434 -0.7570 -0.3265
H -0.4405 1.6360 0.2975
H 0.1992 1.4520 -1.2849
H -1.2861 -0.8958 0.0901
H -2.1581 0.5023 -0.4989
H -2.1148 -1.0601 -2.4792

Calculated values
Lowest unoccupied orbital energy ... 0.72 eV
Kohn-Sham gap ... 0.392 Ha
SMILES string ... O=CCCCC(=O)O


--- R ---
Computed, not measured: a single C5H8O3 molecule, with ωB97M-V/def2-TZVPD.

Element x y z (Å)
C -1.0664 -0.7489 1.0686
C -0.1336 1.3932 0.0723
C -0.1023 0.7244 -1.2721
C -0.0011 -1.0834 0.1620
C 1.3122 -0.2580 0.2824
H -2.0111 -1.2085 0.7926
H -0.9769 -0.8329 2.2703
H -0.2889 2.5213 -0.2403
H -0.7968 1.0103 -2.3510
H 1.1422 0.9040 -1.6912
H -0.2382 -2.2791 0.0950
H 1.8370 -0.8896 1.1672
H 2.0916 -0.4191 -0.6381
O -1.1828 0.7188 0.7261
O -0.6224 -0.7136 -1.1698
O 1.0376 1.1611 0.7260

Calculated values
Lowest unoccupied orbital energy ... 0.78 eV
Kohn-Sham gap ... 0.375 Ha
SMILES string ... C1O[C@H]2CO[C@@H]1CO2


--- S ---
Computed, not measured: a molecular structure, C5H8O3, with ωB97M-V/def2-TZVPD.

Element x y z (Å)
C -1.1282 1.2898 -1.6899
C 0.0647 1.1941 -0.6046
C 1.3127 1.0858 -0.4590
C 0.4347 0.0618 1.2956
C 0.0652 -1.4853 1.2206
H -1.8318 1.8970 -1.1556
H -1.6100 0.2431 -1.6258
H -0.9769 1.6150 -2.8876
H 2.2451 0.7984 -1.0945
H 0.4120 0.2387 2.4601
H -1.0672 -1.7942 1.5310
H 0.7748 -2.0303 1.9020
H -0.2525 -2.8473 -0.2483
O 1.5725 0.5743 0.7290
O 0.4882 -1.8187 -0.0600
O -0.5034 0.9778 0.6870

Calculated values
Lowest unoccupied orbital energy ... 0.12 eV
Kohn-Sham gap ... 0.302 Ha


Name the least stable of them. P.


--- P ---
Computed, not measured: 2 unconnected molecules or ions with the total composition C2H5O2S, with ωB97M-V/def2-TZVPD.

Element x y z (Å)
C -0.3997 0.0448 -0.6669
C 0.2733 -0.1220 0.6926
O 3.4262 -1.2360 -0.2149
O 3.7804 1.2520 -0.0990
S 3.3308 0.0335 0.5259
H 0.0880 0.9530 -1.0819
H -0.4901 -0.7171 -1.4596
H -1.4877 0.3597 -0.6084
H 0.4482 -1.1138 1.0006
H -0.2423 0.4480 1.3671

Calculated values
Net charge ... -1
Lowest unoccupied orbital energy (alpha / beta) ... 4.22 / 4.16 eV
Kohn-Sham gap (alpha / beta) ... 0.207 / 0.264 Ha


--- Q ---
Computed, not measured: 2 unconnected molecules or ions with the total composition C2H5O2S, with ωB97M-V/def2-TZVPD.

Element x y z (Å)
C 0.3269 1.3165 0.9909
S -1.2098 0.4809 1.4499
H 0.1628 1.4661 -0.0695
H 0.7250 2.2521 1.3947
H 1.2207 0.6940 1.1209
O 0.5983 -0.4398 -1.7554
C -0.0261 -1.4293 -1.3408
O -1.2002 -1.4651 -0.8739
H 0.4828 -2.4200 -1.4096
H -1.0806 -0.4553 0.4928

Calculated values
Net charge ... -1
Lowest unoccupied orbital energy ... 3.82 eV
Kohn-Sham gap ... 0.302 Ha


Name the least stable of them. P.


--- P ---
Computed, not measured: a single C4H7ClO2 molecule, with ωB97M-V/def2-TZVPD.

Element x y z (Å)
C 0.8897 -1.2076 -0.0693
C -0.2289 -0.1508 -0.3475
C 0.3065 1.3411 -0.2176
C -1.5745 -0.5364 0.2477
O 0.5236 1.6913 1.1209
O -1.9089 -1.5052 0.8513
Cl -2.7404 0.6000 -0.3812
H 0.5432 -1.9157 0.8284
H 1.9093 -0.6570 0.2235
H -0.2996 -0.4197 -1.4685
H -0.3941 2.0759 -0.6907
H 1.2507 1.5775 -0.9023
H 1.1264 -1.9397 -1.0015
H 0.5970 1.0463 1.8068

Calculated values
Lowest unoccupied orbital energy ... 0.41 eV
Kohn-Sham gap ... 0.402 Ha
SMILES string ... C[C@H](CO)C(=O)Cl


--- Q ---
Computed, not measured: a single C4H7ClO2 molecule, with ωB97M-V/def2-TZVPD.

Element x y z (Å)
C 0.8541 -0.0463 -0.4337
C 0.7668 1.4580 -0.1655
C -0.2409 -0.2878 0.6523
C -1.4497 -0.9059 0.4463
H 2.1281 -1.2706 -1.3485
H 0.3740 -0.3693 -1.3554
H 1.4246 2.3582 0.3069
H 0.4479 2.0779 -1.0304
H 0.0205 -0.4866 1.8813
H -1.2438 -1.9641 0.1031
H -2.1173 -1.1278 1.3240
O 1.9984 -0.7583 -0.3516
O -0.6020 1.1700 0.5988
Cl -2.3607 0.1524 -0.6275

Calculated values
Lowest unoccupied orbital energy ... 0.27 eV
Kohn-Sham gap ... 0.344 Ha
SMILES string ... O[C@@H]1CO[C@H]1CCl


--- R ---
Computed, not measured: a single C4H7ClO2 molecule, with ωB97M-V/def2-TZVPD.

Element x y z (Å)
C -1.2645 0.1656 -1.4688
C 0.5673 0.4761 0.0800
C 0.3779 -0.8040 0.8569
C 1.1391 1.5446 0.5808
H -1.5210 0.7225 -2.3662
H -1.9825 0.4314 -0.7002
H -1.4035 -0.9335 -1.6114
H -0.2747 -0.5922 1.6961
H 1.3124 -1.0787 1.2731
H -0.1392 -2.6668 0.4655
H 1.3286 2.5154 0.1700
O 0.0587 0.5982 -1.1738
O -0.0465 -1.8106 0.0118
Cl 1.8477 1.4321 2.1860

Calculated values
Lowest unoccupied orbital energy ... 0.61 eV
Kohn-Sham gap ... 0.343 Ha
SMILES string ... CO/C(=C/Cl)CO


Name the least stable of them. Q.